No. 1
The following is a DFT calculation (wB97M-V/def2-TZVPD) of a structure of composition C29H54CuN3OP2 at a distorted geometry.

Geometry as XYZ:
```
90
Properties=species:S:1:pos:R:3:lowdin_charge:R:1
C -1.025 -0.355 -2.523 -0.342
C -1.671 1.515 -1.213 -0.335
C -2.119 -0.191 -3.383 -0.049
C -2.631 1.846 -2.205 -0.044
C -2.892 0.989 -3.260 -0.057
H -2.329 -0.958 -4.136 0.111
H -3.192 2.788 -2.056 0.118
H -3.686 1.197 -3.983 0.113
N -0.793 0.493 -1.521 0.009
P 1.633 -1.016 -1.942 1.114
P -0.783 2.094 1.584 1.098
C -0.028 -1.528 -2.639 -0.229
H -0.427 -2.368 -2.041 0.076
H 0.036 -1.847 -3.691 0.077
C 0.956 1.092 1.594 -0.325
O 1.775 0.638 2.381 0.007
C -1.550 2.263 0.001 -0.245
H -2.103 3.223 -0.032 0.072
C -2.191 1.334 2.544 -0.633
C -0.252 3.802 2.171 -0.631
C 2.443 -2.596 -1.281 -0.670
C 2.392 -0.339 -3.554 -0.657
C -1.526 0.462 3.612 -0.084
H -0.805 1.017 4.227 0.084
H -2.315 0.063 4.266 0.099
H -1.002 -0.382 3.140 0.040
C -3.139 2.395 3.114 -0.074
H -2.647 3.071 3.822 0.068
H -3.592 2.969 2.290 0.093
H -3.942 1.851 3.634 0.100
C -3.060 0.468 1.616 -0.087
H -3.867 0.016 2.209 0.094
H -3.529 1.065 0.825 0.086
H -2.498 -0.341 1.137 0.052
C 0.120 3.627 3.654 -0.079
H 0.902 2.869 3.787 0.081
H 0.509 4.578 4.044 0.100
H -0.742 3.336 4.267 0.067
C 0.979 4.309 1.392 -0.088
H 1.856 3.662 1.498 0.070
H 0.764 4.455 0.325 0.079
H 1.265 5.297 1.790 0.101
C -1.339 4.878 1.985 -0.078
H -2.286 4.635 2.473 0.059
H -0.979 5.821 2.425 0.099
H -1.547 5.069 0.926 0.082
C 3.784 0.232 -3.224 -0.080
H 4.208 0.661 -4.144 0.097
H 3.723 1.043 -2.481 0.062
H 4.482 -0.528 -2.849 0.069
C 1.507 0.810 -4.072 -0.082
H 0.542 0.466 -4.466 0.086
H 1.311 1.574 -3.312 0.058
H 2.035 1.316 -4.893 0.098
C 2.446 -1.407 -4.664 -0.084
H 2.594 -0.903 -5.632 0.095
H 3.283 -2.099 -4.545 0.065
H 1.520 -1.991 -4.754 0.071
C 1.396 -3.701 -1.102 -0.108
H 0.959 -3.993 -2.067 0.090
H 1.892 -4.594 -0.690 0.102
H 0.595 -3.407 -0.416 0.024
C 3.098 -2.256 0.068 -0.098
H 2.368 -1.936 0.819 0.049
H 3.617 -3.143 0.455 0.092
H 3.846 -1.459 -0.037 0.085
C 3.509 -3.149 -2.225 -0.097
H 3.059 -3.516 -3.153 0.076
H 4.303 -2.427 -2.447 0.068
H 3.972 -4.016 -1.731 0.096
Cu 0.795 0.298 -0.344 0.116
N -0.002 -1.271 0.651 0.195
C -0.846 -1.791 1.297 -0.045
C -1.385 -2.985 2.056 -0.568
C -2.893 -2.906 2.318 -0.048
C -1.112 -4.273 1.272 -0.047
C -0.685 -3.117 3.406 -0.035
H -3.139 -2.033 2.941 0.072
H -3.443 -2.855 1.366 0.101
H -3.233 -3.814 2.866 0.107
H -0.035 -4.486 1.184 0.084
H -1.562 -5.107 1.837 0.105
H -1.567 -4.252 0.270 0.103
H -1.124 -3.983 3.931 0.106
H 0.392 -3.304 3.287 0.102
H -0.825 -2.236 4.044 0.079
N 1.730 2.083 -0.949 0.064
H 2.414 1.907 -1.692 0.018
H 2.245 2.485 -0.160 0.046
H 1.086 2.797 -1.293 0.067
```

Results
Energy above the lowest of the compared OMol25 structures with the same formula, charge and spin in eV: 0.0000
HOMO energy (alpha / beta) in eV: -9.2 / -9.3
Spin multiplicity: 2
Net charge: +1


No. 2
The following is a DFT calculation (wB97M-V/def2-TZVPD) of a cluster of 6 separate species, C29H55F3N3O12S5 in total.

Geometry as XYZ:
```
107
Properties=species:S:1:pos:R:3:lowdin_charge:R:1
C 4.906 2.466 -0.260 -0.097
C 3.961 2.030 0.860 -0.192
C 2.595 2.728 0.922 -0.112
O 2.483 4.016 0.225 -0.022
N 2.134 3.936 -1.087 0.019
C 2.986 4.288 -2.042 0.024
N 2.296 4.144 -3.162 0.087
N 1.033 3.722 -2.946 0.167
C 0.914 3.607 -1.646 -0.198
C -0.337 3.212 -0.955 -0.059
C -0.696 3.963 0.334 -0.173
O -1.724 3.294 1.025 -0.099
C -3.006 3.340 0.459 -0.079
C -3.361 2.023 -0.245 -0.597
F -3.177 2.121 -1.586 0.114
F -4.649 1.708 -0.056 0.143
F -2.624 0.998 0.171 0.164
H 4.493 2.201 -1.236 0.048
H 5.109 3.537 -0.193 0.046
H 5.840 1.910 -0.168 0.095
H 4.498 2.178 1.801 0.114
H 3.773 0.960 0.754 0.099
H 2.351 3.032 1.940 0.133
H 1.796 2.070 0.577 0.110
H 3.997 4.636 -1.897 0.122
H 2.604 4.338 -4.102 0.180
H -0.309 2.138 -0.766 0.127
H -1.120 3.383 -1.700 0.127
H 0.137 3.997 1.033 0.118
H -0.989 4.997 0.108 0.140
H -3.737 3.510 1.250 0.147
H -3.109 4.141 -0.281 0.146
C 7.386 8.044 -2.778 -0.212
C 7.993 8.365 -1.405 -0.202
C 7.173 7.607 -0.354 -0.207
S 6.547 6.144 -1.184 0.683
O 5.093 6.220 -1.223 -0.355
O 7.141 4.942 -0.664 -0.310
C 7.195 6.531 -2.808 -0.225
H 8.027 8.374 -3.593 0.120
H 6.421 8.543 -2.888 0.121
H 9.031 8.032 -1.375 0.122
H 7.985 9.433 -1.201 0.120
H 7.757 7.272 0.500 0.109
H 6.309 8.172 -0.011 0.108
H 6.494 6.178 -3.561 0.104
H 8.142 5.999 -2.900 0.114
C -6.602 -1.869 -0.781 -0.210
C -5.371 -1.264 -1.471 -0.210
C -4.543 -2.431 -2.010 -0.223
S -5.695 -3.764 -2.343 0.664
O -5.397 -4.859 -1.450 -0.326
O -5.797 -4.008 -3.760 -0.328
C -7.156 -2.916 -1.744 -0.226
H -7.349 -1.113 -0.543 0.115
H -6.300 -2.351 0.151 0.119
H -5.688 -0.614 -2.290 0.119
H -4.778 -0.671 -0.779 0.088
H -4.014 -2.205 -2.933 0.103
H -3.857 -2.795 -1.252 0.059
H -7.814 -3.650 -1.286 0.107
H -7.642 -2.463 -2.608 0.106
C -0.959 -5.191 1.010 -0.204
C -0.403 -4.551 2.292 -0.205
C -1.155 -3.233 2.512 -0.210
S -2.775 -3.477 1.772 0.686
O -2.940 -2.556 0.667 -0.334
O -3.775 -3.522 2.809 -0.323
C -2.477 -5.115 1.133 -0.211
H -0.629 -6.222 0.897 0.118
H -0.625 -4.633 0.132 0.111
H -0.581 -5.215 3.139 0.102
H 0.671 -4.377 2.226 0.112
H -1.306 -2.997 3.563 0.097
H -0.693 -2.392 1.998 0.098
H -3.029 -5.224 0.200 0.104
H -2.858 -5.811 1.880 0.075
C -5.692 -5.980 6.002 -0.214
C -4.830 -6.677 7.063 -0.211
C -3.523 -7.092 6.380 -0.214
S -3.257 -5.907 5.048 0.676
O -3.313 -6.616 3.790 -0.326
O -2.101 -5.090 5.336 -0.327
C -4.775 -4.992 5.290 -0.231
H -6.548 -5.473 6.445 0.117
H -6.071 -6.713 5.287 0.121
H -4.617 -5.981 7.877 0.117
H -5.333 -7.541 7.493 0.114
H -2.657 -7.054 7.035 0.102
H -3.593 -8.074 5.915 0.105
H -5.122 -4.653 4.321 0.086
H -4.532 -4.136 5.919 0.115
C 3.127 -0.904 -4.679 -0.212
C 2.267 -2.058 -4.147 -0.201
C 2.381 -2.046 -2.618 -0.205
S 2.697 -0.339 -2.156 0.667
O 4.008 -0.235 -1.567 -0.313
O 1.571 0.237 -1.453 -0.331
C 2.765 0.308 -3.827 -0.239
H 2.943 -0.715 -5.735 0.119
H 4.187 -1.137 -4.559 0.123
H 1.228 -1.909 -4.442 0.121
H 2.587 -3.018 -4.547 0.120
H 1.471 -2.366 -2.115 0.105
H 3.229 -2.625 -2.257 0.110
H 3.504 1.107 -3.851 0.097
H 1.772 0.691 -4.066 0.105
```

Results
HOMO energy in eV: -11.2
Spin multiplicity: 1
Net charge: +1


Number 1: electronic energy -100677.09383 eV. Number 2: electronic energy -122325.43768 eV.